# 1
79
Properties=species:S:1:pos:R:3 method="wB97M-V/def2-TZVPD" e_tot_ha=-3620.1948 total_charge=-2 homo_lumo_gap_ev=5.584 e_above_lowest_kcal_mol=7.1
C 1.227 -0.400 4.515
H 3.882 0.946 -0.604
H 0.365 6.032 -0.920
C -2.741 1.746 2.026
C 0.282 -2.124 -1.058
H -0.153 4.789 0.254
C 2.378 -1.206 -0.352
C -3.619 4.409 2.021
S 2.362 1.306 2.283
H -4.252 4.026 4.036
C 0.836 -1.733 4.523
C 0.266 -1.272 -2.158
C -1.066 4.389 5.323
H -0.850 -2.049 -3.834
H -2.855 4.470 0.003
H -6.278 -1.737 4.017
C 1.275 -2.594 5.521
H -0.583 -2.746 -0.857
C -1.135 3.148 5.939
H -0.992 -0.300 -3.601
C -0.603 2.028 5.316
H 1.911 -2.544 1.866
C -0.465 4.499 4.076
H 2.404 1.097 5.495
C -2.567 2.560 0.904
C 2.074 0.065 5.520
O 1.375 4.207 -2.862
H -0.421 5.460 3.577
H 1.581 4.973 -0.147
C -3.350 2.300 3.151
C 1.333 -2.102 -0.150
C -0.922 -1.256 -3.082
O -1.001 3.957 -2.305
H -2.135 2.161 -0.009
H 3.153 -1.119 0.401
H 0.965 -3.633 5.513
H 3.156 -0.415 7.304
H -1.839 -1.403 -2.511
C -0.447 -0.058 2.171
C -4.660 -1.716 5.427
S 0.381 3.836 -1.867
C 3.451 0.711 -1.578
C -2.557 -0.931 4.574
C -3.002 3.876 0.898
H 4.254 0.366 -2.238
C 0.020 2.130 4.074
P 0.670 0.678 3.136
P -2.084 0.013 1.967
C -3.788 3.616 3.145
C 2.103 -2.120 6.526
H 0.591 3.470 2.512
H 2.443 -2.787 7.311
H 1.276 0.344 -3.134
C 0.564 5.037 -0.528
H -4.891 -0.874 2.145
C 1.322 -0.388 -2.334
C 1.293 -2.971 1.076
H 0.180 -2.073 3.728
C 2.501 -0.787 6.524
Na 0.074 1.257 0.210
H -5.260 -2.105 6.242
H -1.509 -0.704 4.715
H -1.608 3.046 6.910
C 0.079 3.381 3.464
H -3.963 5.438 2.021
O 0.675 2.546 -1.228
H -2.859 -1.596 6.592
C -3.116 -0.716 3.322
H 3.027 1.626 -1.994
H 0.271 -3.038 1.449
H -0.665 1.066 5.813
C -4.464 -1.020 3.130
C -5.229 -1.509 4.176
C 2.378 -0.331 -1.432
C -3.318 -1.431 5.623
H -1.491 5.263 5.804
H 1.656 -3.981 0.857
S -2.779 -0.758 0.271
H -3.488 1.701 4.043

---

# 2
26
Properties=species:S:1:pos:R:3 method="wB97M-V/def2-TZVPD" e_tot_ha=-2336.6442 total_charge=-3 homo_lumo_gap_ev=5.077 e_above_lowest_kcal_mol=313.0
F -5.969 13.313 4.273
F -10.976 14.714 8.641
Sn -8.304 13.945 7.114
F -8.494 11.369 8.227
F -10.328 14.480 6.373
B -9.845 15.745 6.651
F -5.864 16.560 8.915
B -5.863 13.839 5.474
B -7.275 11.724 7.876
B -6.553 15.567 8.222
F -10.697 13.349 10.431
F -4.784 14.675 5.599
B -10.351 13.581 9.120
F -7.299 12.013 6.553
F -9.352 15.828 7.935
F -6.844 12.890 8.448
F -7.012 14.579 5.586
F -8.921 13.735 8.989
F -8.727 15.890 5.812
F -5.783 14.528 8.024
F -5.811 12.863 6.459
F -6.399 10.693 8.097
F -7.632 15.070 8.811
F -6.912 16.128 7.039
F -11.022 16.587 6.416
F -10.722 12.464 8.364

---

# 3
11
Properties=species:S:1:pos:R:3 method="wB97M-V/def2-TZVPD" e_tot_ha=-1855.3199 multiplicity=3 total_charge=+2 homo_lumo_gap_ev="10.403 / 7.507"
H 2.583 2.583 -0.918
Cl 0.381 2.413 0.000
Cl 2.413 0.381 0.000
H 2.583 2.583 0.918
O -2.679 -2.679 1.088
O -2.679 -2.679 -1.088
Cl -2.012 -2.012 0.000
O -0.572 -2.204 0.000
C 2.173 2.173 0.000
O -2.204 -0.572 0.000
Au 0.014 0.014 0.000

---

# 4
13
Properties=species:S:1:pos:R:3 method="wB97M-V/def2-TZVPD" e_tot_ha=-772.2483 homo_lumo_gap_ev=8.709 e_above_lowest_kcal_mol=62.4
H 0.443 2.239 1.719
H 1.798 1.713 -1.442
O -0.675 -1.308 0.504
H -2.270 -2.406 -1.668
H 2.765 -0.142 -0.216
H 0.096 -1.506 -0.132
C 1.184 1.509 1.435
Si 1.890 1.051 -0.089
H -3.349 -0.680 -0.393
H -0.333 -0.653 1.037
O -1.125 -0.179 -1.861
Si -2.155 -1.038 -1.213
H 1.732 1.400 2.320

---

# 5
11
Properties=species:S:1:pos:R:3 method="wB97M-V/def2-TZVPD" e_tot_ha=-1687.1506 multiplicity=4 total_charge=+2 homo_lumo_gap_ev="8.672 / 5.432" e_above_lowest_kcal_mol=0.0
H -0.380 -2.268 -1.163
O 0.819 1.504 0.788
C 0.328 -1.598 -0.673
H -2.588 1.120 -0.998
Co 1.590 2.919 1.421
C 0.808 0.271 0.811
C -1.566 -0.207 -0.157
C -0.127 -0.542 0.042
O -1.662 0.879 -0.865
H 1.383 -0.282 1.580
H 1.395 -1.797 -0.787